[1]
A cluster of 11 separate species, C35H70FIN3O14S5 in total, computed with the ωB97M-V functional and the def2-TZVPD basis.

XYZ file:
```
129
Properties=species:S:1:pos:R:3:forces:R:3
C -44.459000 -3.263680 -8.211289 -0.84 -2.92 1.07
C -44.356398 -4.836702 -8.376931 -3.63 0.10 -4.01
O -45.131971 -5.420867 -9.219877 4.70 2.28 5.12
N -43.214676 -5.588934 -7.630052 -7.09 0.43 3.45
H -42.518359 -5.493046 -8.210252 5.08 0.14 -4.13
H -42.958381 -4.901568 -6.778388 0.48 -0.22 -0.22
C -43.659766 -6.973595 -7.370719 2.00 -2.13 3.87
H -44.974456 -2.963094 -7.300257 -1.22 -0.83 0.28
H -45.095987 -3.071070 -9.046533 0.18 1.16 -0.56
H -43.634871 -2.689725 -7.868801 1.70 0.33 -1.29
H -42.769098 -7.613357 -6.809681 -2.05 1.70 -1.85
H -44.067459 -7.519037 -8.190117 0.19 0.07 -0.99
H -44.448782 -7.003031 -6.581123 0.53 0.60 -0.68
C -43.633506 -3.978626 -2.610877 1.84 0.81 0.54
C -43.284411 -2.510465 -2.789547 -1.82 0.35 0.80
O -43.766599 -1.650604 -2.118791 0.84 -0.02 -0.80
N -42.255016 -2.220315 -3.889329 -4.64 -0.14 -1.20
H -41.468569 -2.283748 -3.315766 3.06 -1.01 0.85
H -42.377079 -3.072870 -4.651497 1.20 1.73 0.91
C -42.202064 -0.794358 -4.444584 1.49 -1.50 -3.24
H -43.023666 -4.381530 -1.771087 -0.51 0.21 -0.40
H -43.341263 -4.429642 -3.498993 0.94 -1.40 -1.59
H -44.658458 -4.236067 -2.540404 -1.09 0.57 0.66
H -43.036800 -0.141880 -4.335020 -0.79 -0.04 1.05
H -42.184918 -0.876917 -5.687815 0.55 0.14 3.33
H -41.264529 -0.421508 -3.984719 -0.77 0.42 -0.87
C -40.586105 -6.854571 -4.614187 6.12 1.54 5.32
C -39.608371 -6.628598 -5.707218 3.69 -3.52 0.48
O -38.629032 -7.384183 -5.927107 -3.96 3.73 0.18
N -39.851596 -5.436423 -6.561963 0.80 2.67 0.06
H -40.182961 -5.792971 -7.407477 -0.37 -1.00 -2.09
H -40.635500 -4.745847 -6.289605 -0.29 -0.52 0.91
C -38.666597 -4.482123 -6.853573 3.58 -6.02 7.78
H -40.656062 -6.002326 -3.847385 -0.32 -0.54 -1.65
H -40.130374 -7.666507 -3.843801 -0.14 1.71 -1.99
H -41.388583 -7.374583 -4.751475 -5.45 -2.26 -1.80
H -37.707369 -5.133520 -7.026717 -2.01 1.18 0.17
H -38.512492 -3.980814 -5.814633 -0.16 -0.70 -1.77
H -38.750831 -3.800959 -7.517570 -1.58 4.23 -4.93
I -39.331361 -3.282745 -2.451308 -0.22 -0.07 -0.27
O -42.067046 -3.825558 -6.018513 -1.34 -8.57 3.79
H -41.949845 -3.079549 -6.405563 1.20 7.76 -4.23
F -45.672887 -1.189056 -5.181456 -0.25 0.26 -0.22
C -46.937855 -1.221078 -5.695417 -1.12 0.44 -0.19
C -47.510254 -0.089737 -6.320930 -0.19 -0.53 -0.05
C -48.849046 -0.183932 -6.816361 -0.96 1.64 0.31
C -49.601532 -1.339551 -6.621478 5.67 -0.70 1.19
C -48.939344 -2.489860 -6.076358 -0.69 2.89 -0.71
C -47.667088 -2.402269 -5.532068 -0.56 -0.64 -0.49
H -46.960025 0.865085 -6.383422 -0.29 -0.77 -0.08
H -49.437435 0.743454 -7.250826 1.75 -1.85 0.91
H -50.574058 -1.424309 -6.807919 -3.80 -0.08 -1.21
H -49.539414 -3.352984 -6.131918 -0.22 -1.28 0.63
H -47.381841 -3.310513 -4.996001 0.79 0.56 -0.13
C -42.642165 -1.835127 1.383566 0.62 3.11 3.50
C -41.497741 -0.897566 0.859502 -3.41 1.69 -1.42
C -40.295122 -1.665600 1.226294 0.23 -1.62 -3.47
S -40.432227 -2.131546 2.843775 -2.80 -7.42 -2.69
O -39.991916 -1.218738 3.720832 4.24 5.86 5.75
O -40.100363 -3.574869 2.949550 0.22 2.25 -0.27
C -42.171370 -2.040983 2.943894 -1.17 -5.09 -2.65
H -42.570912 -2.767075 0.974756 0.07 -2.38 -1.50
H -43.659770 -1.449388 1.341835 0.10 0.06 -0.10
H -41.542978 0.182410 1.375385 0.19 -2.42 -0.97
H -41.633853 -0.698785 -0.304636 0.58 -0.48 2.36
H -39.562887 -1.164127 0.733860 3.49 2.21 0.39
H -40.067836 -2.552906 0.567269 -1.42 0.01 0.81
H -42.620263 -1.448696 3.676883 -0.19 1.37 0.92
H -42.261836 -3.204661 3.282907 -0.79 2.74 -0.78
C -40.401910 -7.551428 0.798723 0.59 -2.35 3.78
C -41.361178 -7.754988 -0.301650 0.38 -1.45 -0.56
C -42.601026 -7.672324 0.364997 -2.96 2.97 -0.45
S -42.583251 -6.426812 1.655644 0.32 -0.29 -1.56
O -43.163397 -7.009453 2.834585 -0.10 0.73 0.09
O -43.018111 -5.180834 1.036998 -0.45 -0.49 0.61
C -40.824757 -6.359577 1.730246 -1.65 -4.35 -1.54
H -39.508639 -7.583585 0.305375 3.19 1.21 -0.38
H -40.261707 -8.390530 1.575805 -0.81 0.34 -1.67
H -41.376770 -8.649216 -0.967249 0.79 0.10 0.97
H -41.410625 -6.993629 -0.988791 1.11 2.40 -1.67
H -42.888752 -8.585853 0.570433 -1.48 -4.50 2.71
H -43.347537 -7.420536 -0.331349 -1.45 1.03 -0.78
H -40.591345 -6.312627 2.721041 1.21 -0.59 2.64
H -40.420672 -5.611597 1.266332 1.46 5.29 -2.32
C -46.165666 -5.050880 -0.311092 1.66 -0.03 -3.75
C -45.687144 -3.941387 0.579375 0.66 0.36 -2.20
C -46.862768 -3.161777 0.811938 -1.77 1.56 1.80
S -47.823630 -3.065197 -0.595242 -1.38 4.77 1.49
O -47.332050 -1.898565 -1.287323 -0.01 -0.30 -1.37
O -49.184957 -3.056349 -0.134462 -0.57 -0.54 -0.77
C -47.333864 -4.487266 -1.285855 3.00 -4.01 -1.56
H -46.336534 -5.911118 0.277804 -1.33 -0.90 0.46
H -45.305695 -5.425778 -0.985757 -1.23 0.59 0.95
H -45.040906 -3.208034 -0.022720 0.27 -1.52 1.49
H -45.475431 -4.479899 1.456890 1.96 0.34 1.25
H -46.709753 -2.187766 1.211457 0.42 1.20 -0.26
H -47.626008 -3.458486 1.474150 -0.46 -1.62 1.43
H -46.954530 -4.390227 -2.328710 -0.07 0.52 0.83
H -48.061682 -5.246618 -1.391454 -1.30 -0.44 0.28
C -43.318604 3.239297 -5.522842 1.87 -3.04 -2.50
C -42.228550 3.361330 -6.658094 -1.36 3.56 3.99
C -42.872097 3.416048 -7.898774 -1.93 0.77 -1.78
S -44.242420 2.267240 -7.778504 0.83 -2.94 -3.77
O -43.732675 0.872537 -8.094175 -0.71 2.83 1.74
O -45.304567 2.688970 -8.659209 -0.28 0.20 0.67
C -44.561463 2.541861 -6.089194 0.56 -1.45 0.79
H -43.824399 4.050581 -5.296726 -0.77 4.85 1.81
H -42.860133 2.730923 -4.720899 0.13 -0.35 1.17
H -41.614974 2.617406 -6.549767 3.14 -4.98 0.45
H -41.492710 4.153212 -6.531893 -0.49 0.75 0.31
H -42.211202 3.188511 -8.681323 0.41 -0.56 -1.48
H -43.244518 4.429432 -8.011231 -0.65 -0.01 -0.55
H -44.875350 1.658182 -5.563213 0.41 -0.97 -0.11
H -45.411180 3.142925 -5.935572 -1.06 1.13 -0.57
C -37.289617 1.954179 -2.609296 0.99 1.63 0.62
C -38.107812 3.008577 -1.846937 3.32 -3.61 4.36
C -38.996344 3.578311 -2.755863 -2.37 3.64 -0.41
S -39.377921 2.352869 -3.928046 -2.29 0.04 -0.15
O -38.910101 2.742554 -5.215423 -0.22 0.52 -1.37
O -40.791534 2.080996 -3.663784 0.86 -0.84 -0.82
C -38.225666 1.160865 -3.385841 0.54 -2.53 -1.99
H -36.898921 1.345088 -1.871327 1.52 -1.29 1.24
H -36.512763 2.368541 -3.234058 0.30 0.29 -0.10
H -37.460280 3.649297 -1.231814 -0.21 0.22 -0.59
H -38.603809 2.350628 -1.013222 0.19 1.29 -1.48
H -38.626972 4.461529 -3.273888 0.38 -0.15 -0.30
H -39.820326 3.960367 -2.142725 -0.68 -0.34 -0.95
H -37.735333 0.395214 -4.097369 -0.79 2.07 -0.01
H -38.674622 0.426716 -2.814459 -1.58 -1.09 1.94
```
Forces are in eV/Å.

As for the total charge: +1. The calculation puts the relative energy (zero: lowest compared OMol25 entry of this formula, charge and spin) at 40.3 kcal per mole. The calculated total energy is -4980.86226 hartree. For the orbital gap, the calculation gives 6.7 eV.

***

[2]
A structure of composition C35H70GaO4, computed with the ωB97M-V functional and the def2-TZVPD basis.

XYZ file:
```
110
Properties=species:S:1:pos:R:3:forces:R:3
C 0.084639 -1.990195 1.192993 -0.58 0.00 0.53
C -1.138724 -1.578501 0.756755 0.54 0.15 -0.22
C -1.473814 -0.738724 -0.447264 0.31 0.55 1.26
Ga -0.278244 -1.187398 -2.086154 0.20 -0.20 0.00
C 1.052656 0.327962 -2.366834 0.02 0.17 0.27
C 1.932452 0.569100 -1.124751 0.06 0.08 -0.89
C 3.278919 1.218566 -1.470805 -0.23 -0.10 0.37
C 4.208724 1.330919 -0.252261 0.27 0.31 -0.44
C 4.842136 2.722527 -0.121687 -0.09 -0.81 0.54
C 5.888546 2.767733 1.014179 -0.23 0.66 -0.35
C 5.780622 4.037751 1.886889 0.25 -0.35 0.25
C 5.194587 3.762998 3.276250 -0.17 -0.24 -0.03
C 3.891668 2.953547 3.284730 -0.11 0.58 0.32
C 2.700526 3.679792 2.638411 -0.06 -0.32 -0.03
C 1.824075 4.440495 3.638434 0.22 -0.24 -0.18
C 1.060071 3.539484 4.605475 -0.36 0.03 -0.03
C -0.107671 2.784393 3.934224 -0.06 0.19 0.38
C -1.386233 -1.716172 -3.725719 -0.43 -0.01 0.19
C -2.253682 -0.642915 -4.335716 1.02 -0.18 -0.17
C -1.442086 0.445622 -5.033958 -0.57 0.43 -0.13
O -3.143052 -1.245250 -5.330168 -0.35 0.29 0.34
C -4.482143 -0.850676 -5.266283 -0.14 -0.34 -0.47
C -4.890646 0.198934 -6.283769 0.08 0.02 0.32
C -6.168240 0.750683 -6.202583 0.20 0.09 -0.19
C -6.591089 1.686041 -7.135648 -0.03 -0.13 0.12
C -5.744873 2.067415 -8.171447 -0.10 -0.10 0.17
C -4.475576 1.512812 -8.247839 0.00 0.11 -0.14
C -4.036206 0.591351 -7.303656 -0.24 0.09 -0.14
H 0.933698 -1.355771 1.425241 0.49 -0.05 -1.57
H 0.216555 -3.061031 1.357010 -0.30 0.19 1.52
H -1.989866 -1.898704 1.368212 -0.19 -1.44 -1.00
H -1.292868 0.314725 -0.174594 -0.19 0.16 -0.48
H -2.540660 -0.901648 -0.621396 -0.07 0.40 -0.07
H 0.605545 -2.488918 -1.691543 -0.02 0.01 -0.02
H 1.716999 0.051853 -3.195283 -0.11 -0.03 -0.11
H 0.583888 1.282069 -2.637527 0.00 -0.01 -0.13
H 1.414254 1.269036 -0.461022 -0.06 -0.34 0.36
H 2.115994 -0.388517 -0.630636 -0.02 0.11 0.30
H 3.070678 2.218473 -1.867178 0.06 0.02 -0.07
H 3.749160 0.650677 -2.277026 0.07 0.02 0.00
H 3.646695 1.098151 0.656354 0.04 0.00 0.06
H 5.030901 0.612114 -0.320656 -0.12 -0.18 0.04
H 4.034065 3.420796 0.103106 0.06 0.20 -0.26
H 5.299648 2.964327 -1.081891 -0.07 0.31 0.00
H 5.761821 1.878397 1.631640 0.19 -0.03 0.05
H 6.885107 2.742213 0.571309 0.05 -0.23 0.05
H 6.782100 4.451091 2.030754 -0.06 0.18 -0.01
H 5.189124 4.793216 1.367333 0.03 0.05 -0.03
H 5.024554 4.701495 3.814300 0.04 0.07 -0.07
H 5.930554 3.208612 3.867443 0.07 0.01 -0.04
H 4.036622 1.964899 2.852846 0.04 0.02 -0.10
H 3.637342 2.792720 4.335668 0.05 -0.22 0.00
H 2.088966 2.939498 2.114597 -0.08 0.07 -0.04
H 3.042916 4.379971 1.874141 0.05 -0.02 -0.02
H 1.093293 5.018190 3.065128 0.00 0.16 0.11
H 2.453649 5.146280 4.189264 -0.05 0.05 0.04
H 1.715389 2.820540 5.097949 0.16 0.08 -0.04
H 0.653446 4.170157 5.399534 0.05 -0.03 0.07
H -1.053377 3.132965 4.352273 -0.07 0.00 -0.12
H -0.143612 2.960899 2.860280 0.05 -0.14 -0.06
H -0.071093 1.713553 4.126905 0.08 -0.05 -0.19
H -2.067497 -2.501868 -3.372267 0.07 -0.05 0.07
H -0.763542 -2.195459 -4.488634 0.10 0.17 -0.06
H -2.841845 -0.177292 -3.536789 -0.32 -0.11 -0.13
H -1.142652 0.119565 -6.030614 0.25 -0.18 0.11
H -2.072670 1.330196 -5.181162 0.06 0.04 -0.04
H -0.578803 0.754737 -4.450871 0.07 -0.14 0.02
H -4.785396 -0.533248 -4.263188 0.14 0.07 0.06
H -5.082108 -1.740202 -5.500835 -0.03 -0.03 0.10
H -6.824606 0.443428 -5.396033 -0.04 0.03 0.01
H -7.584890 2.105875 -7.042868 -0.01 0.07 -0.09
H -6.082473 2.789256 -8.903726 0.05 0.01 -0.03
H -3.824164 1.810428 -9.060761 0.09 -0.02 0.04
H -3.039764 0.177283 -7.359772 0.02 -0.02 0.02
C 0.590735 -2.813750 6.497940 0.17 0.08 0.00
C 0.605458 -1.748431 5.411261 -0.29 -0.42 -0.16
C -0.781571 -1.548338 4.817879 -0.01 0.20 0.02
O 1.531534 -2.093744 4.385145 0.26 0.17 0.22
H 0.277987 -3.775445 6.079591 -0.08 0.03 -0.03
H 1.590652 -2.948157 6.914106 0.00 0.03 0.02
H -0.087271 -2.554423 7.308775 -0.01 -0.03 0.01
H 0.963639 -0.805692 5.830377 0.09 0.01 -0.05
H -1.132479 -2.472187 4.351614 0.00 -0.02 0.03
H -0.760223 -0.786633 4.039097 0.01 -0.02 -0.02
H -1.498914 -1.250317 5.586642 0.01 -0.03 0.01
H 1.237400 -2.917689 3.981404 -0.10 0.10 -0.14
C -1.875237 -1.440892 -10.493975 0.04 0.14 -0.04
C -0.750162 -1.850267 -9.552846 -0.39 -0.24 0.02
C -0.525550 -3.355384 -9.579784 0.15 -0.02 0.03
O -1.036571 -1.419799 -8.229596 0.12 0.13 -0.09
H -2.814445 -1.910033 -10.188256 0.02 -0.06 -0.01
H -2.023644 -0.360969 -10.462193 0.02 0.00 0.00
H -1.661109 -1.734206 -11.523736 -0.01 -0.01 0.00
H 0.170365 -1.339030 -9.840558 0.01 0.04 0.08
H -1.426867 -3.878341 -9.248898 -0.04 0.02 -0.05
H 0.281021 -3.630949 -8.900537 0.01 0.02 -0.01
H -0.272631 -3.702849 -10.583569 -0.02 0.00 0.00
H -1.848871 -1.853780 -7.939701 0.04 0.03 0.19
C -0.678922 -3.186197 11.958360 0.07 0.14 -0.01
C -1.317447 -3.250336 10.578697 0.08 -0.39 0.21
C -2.377108 -4.339750 10.508205 -0.08 0.05 -0.13
O -0.321008 -3.467572 9.583160 -0.09 0.19 0.03
H -0.182515 -4.132630 12.190701 -0.07 -0.04 0.01
H 0.077187 -2.401682 11.992087 -0.02 0.02 -0.01
H -1.422346 -2.987978 12.732035 0.00 -0.02 0.00
H -1.769029 -2.286191 10.340596 0.06 0.02 -0.08
H -1.928108 -5.318454 10.699726 0.01 0.02 0.08
H -2.824090 -4.372309 9.514648 -0.01 0.03 0.00
H -3.167934 -4.173829 11.241423 0.01 -0.01 0.01
H 0.099649 -4.315089 9.763373 0.01 -0.01 -0.02
```
Forces are in eV/Å.

As for the total charge: -1. The calculated total energy is -3601.22745 hartree. For the orbital gap, the calculation gives 6.0 eV.

***

Results for LUMO: -3.724 2.069 (in eV, following the order of the records).